[1]
2 unconnected molecules or ions with the total composition C4H6N2O, computed with ωB97M-V/def2-TZVPD.

Each line ends with the natural charge from an NBO analysis.
Atoms and positions in Å:
N -0.29325 -1.36837 -1.11193  -0.737
C -0.17432 -1.04063 0.18879  0.273
C -0.81433 0.16152 0.68107  0.266
O -2.14995 0.21058 0.87665  -0.649
C 0.11675 1.13248 0.49083  -0.336
C 1.29601 0.47065 -0.04134  -0.162
N 1.19406 -0.87911 0.41568  -0.548
H 0.53250 -0.20869 -1.36484  0.222
H -1.25065 -1.24163 -1.44405  0.361
H -2.41334 1.13197 0.99673  0.485
H -0.02467 2.20872 0.51603  0.225
H 2.27267 0.95465 -0.03593  0.213
H 1.70851 -1.53213 -0.16770  0.386

Cartesian forces (eV/Å) of the 2 atoms listed first:
N -0.148 0.084 0.064
C -0.017 0.092 -0.140

The value obtained for the highest occupied orbital energy is -8.086 eV. The HOMO-LUMO gap comes out at 0.3184 Eh. For the strongest force on any atom, the calculation gives 0.34 eV Å⁻¹. The calculation puts the LUMO energy at 0.6 eV.

[2]
A single C4H6N2O molecule in a non-equilibrium geometry, computed with ωB97M-V/def2-TZVPD.

Each line ends with the natural charge from an NBO analysis.
Atoms and positions in Å:
C -2.32011 0.55165 0.17136  -0.251
O -1.49061 -0.64806 0.01755  -0.511
C -0.12055 -0.47070 -0.06234  0.459
N 0.28322 0.75652 -0.17897  -0.344
N 1.63600 0.77578 -0.08543  -0.388
C 2.17102 -0.51467 0.02007  -0.049
C 1.11297 -1.39582 0.02109  -0.356
H -3.35696 0.22679 0.34406  0.193
H -2.01345 1.16519 1.02790  0.192
H -2.32377 1.20366 -0.71313  0.189
H 1.98098 1.44135 -0.76715  0.397
H 3.25797 -0.59826 0.20718  0.229
H 1.18330 -2.49345 -0.00221  0.241

Cartesian forces (eV/Å) of the 2 atoms listed first:
C 0.211 -0.124 -0.021
O 0.627 -0.386 0.055

The value obtained for the highest occupied orbital energy is -8.810 eV. The HOMO-LUMO gap comes out at 0.3644 Eh. For the strongest force on any atom, the calculation gives 1.65 eV Å⁻¹. The calculation puts the LUMO energy at 1.1 eV. As for the SMILES: COc1cc[nH]n1.

[3]
A single C4H6N2O molecule in a non-equilibrium geometry, computed with ωB97M-V/def2-TZVPD.

Each line ends with the natural charge from an NBO analysis.
Atoms and positions in Å:
C -1.72614 -1.25257 0.65715  -0.691
C -0.54080 -0.45092 0.26863  0.322
N -0.75596 0.12345 -0.89209  -0.492
C 0.32503 0.87633 -1.21485  -0.201
C 1.23491 0.74276 -0.21196  0.399
O 2.46966 1.24536 -0.00498  -0.665
N 0.69262 -0.09806 0.73393  -0.538
H -1.52502 -2.32733 0.84061  0.213
H -2.08639 -0.84455 -0.41300  0.314
H -2.25068 -0.87500 1.55423  0.212
H 0.33687 1.43411 -2.14007  0.210
H 2.68081 1.79317 -0.77068  0.492
H 1.14510 -0.36676 1.59308  0.424

Cartesian forces (eV/Å) of the 2 atoms listed first:
C 0.050 0.357 -0.492
C 0.047 0.445 -0.639

The value obtained for the highest occupied orbital energy is -8.019 eV. The HOMO-LUMO gap comes out at 0.3197 Eh. For the strongest force on any atom, the calculation gives 3.67 eV Å⁻¹. The calculation puts the LUMO energy at 0.7 eV. As for the SMILES: Cc1ncc(O)[nH]1.

> Which value of LUMO does entry 3 give?

0.7 eV

> highest occupied orbital energy of number 1 (C4H6N2O)?

-8.086 eV

> Which value of LUMO does entry 3 give?

0.7 eV

> Which of these has the highest strongest force on any atom?

number 3